11 unconnected molecules or ions with the total composition C39H95N5O17 in a non-equilibrium geometry. Source: OMol25; level of theory: wB97M-V/def2-TZVPD.

Structure (XYZ):
```
156
C39H95N5O17 (wB97M-V/def2-TZVPD)
C 2.16 6.64 -7.60
N 1.43 6.66 -8.86
C 0.51 7.54 -9.13
C -0.34 7.15 -10.36
O 0.23 8.60 -8.53
H 2.01 7.59 -7.08
H 3.22 6.66 -7.83
H 1.91 5.75 -7.01
H 1.61 6.02 -9.62
H -0.89 6.24 -10.14
H 0.20 6.83 -11.25
H -0.95 8.03 -10.53
C 8.32 7.98 -1.92
N 7.25 7.10 -1.54
C 7.02 5.86 -2.02
C 5.99 5.04 -1.25
O 7.60 5.36 -2.96
H 8.50 8.79 -1.23
H 7.99 8.53 -2.80
H 9.28 7.53 -2.15
H 6.61 7.49 -0.87
H 6.04 5.20 -0.17
H 6.01 3.96 -1.36
H 4.98 5.39 -1.49
C 6.29 -2.49 -4.74
N 6.10 -3.81 -4.11
C 7.04 -4.72 -4.09
C 6.58 -5.96 -3.37
O 8.21 -4.53 -4.50
H 6.42 -2.46 -5.82
H 7.12 -1.98 -4.26
H 5.38 -1.88 -4.69
H 5.28 -3.96 -3.55
H 6.31 -5.62 -2.37
H 7.32 -6.75 -3.28
H 5.66 -6.38 -3.76
C -1.19 -2.59 1.89
N -1.26 -1.66 0.79
C -0.14 -1.34 0.03
C -0.33 -0.63 -1.19
O 1.01 -1.62 0.34
H -1.29 -2.07 2.84
H -0.35 -3.29 1.90
H -2.07 -3.23 1.81
H -2.15 -1.23 0.55
H -0.94 0.23 -0.94
H -0.85 -1.25 -1.92
H 0.61 -0.22 -1.56
C 0.97 -14.11 4.43
N 1.51 -12.83 4.04
C 0.82 -11.93 3.31
C 1.36 -10.60 3.11
O -0.36 -12.18 3.06
H 1.56 -14.79 3.80
H -0.03 -14.45 4.17
H 1.10 -14.46 5.45
H 2.51 -12.78 3.98
H 1.33 -10.34 2.05
H 2.33 -10.60 3.59
H 0.71 -9.91 3.64
C 9.65 1.67 10.60
O 8.50 1.90 9.72
C 8.34 0.73 8.88
C 7.28 0.82 7.82
O 7.29 -0.38 7.03
C 6.39 -0.38 5.94
H 9.72 2.41 11.39
H 10.45 1.79 9.87
H 9.62 0.64 10.96
H 8.08 -0.11 9.53
H 9.28 0.38 8.47
H 7.48 1.67 7.17
H 6.33 0.94 8.34
H 6.31 0.54 5.36
H 5.37 -0.58 6.27
H 6.71 -1.23 5.34
C -4.54 3.41 -4.55
O -5.02 3.21 -3.18
C -6.43 2.92 -3.32
C -6.94 2.19 -2.01
O -6.22 1.04 -1.67
C -6.49 -0.16 -2.39
H -5.06 4.20 -5.11
H -4.58 2.49 -5.12
H -3.48 3.62 -4.57
H -6.55 2.18 -4.12
H -6.98 3.83 -3.55
H -8.02 2.02 -2.03
H -6.74 2.87 -1.18
H -6.06 -0.10 -3.39
H -7.57 -0.33 -2.42
H -6.04 -1.06 -1.98
C -10.84 1.80 4.34
O -9.52 2.06 4.66
C -8.68 0.98 4.86
C -7.32 1.56 5.32
O -7.31 1.98 6.72
C -7.87 3.31 6.87
H -10.98 0.93 3.70
H -11.20 2.74 3.93
H -11.36 1.56 5.26
H -8.54 0.36 3.98
H -9.02 0.25 5.60
H -6.90 2.22 4.57
H -6.58 0.76 5.36
H -7.61 3.71 7.85
H -8.93 3.36 6.61
H -7.44 4.09 6.24
C 0.86 7.50 1.70
O 1.20 6.36 2.45
C 0.13 5.64 2.96
C 0.57 4.76 4.18
O 0.92 5.50 5.39
C 2.14 6.16 5.46
H 0.79 8.38 2.34
H -0.07 7.49 1.12
H 1.69 7.85 1.09
H -0.37 4.95 2.28
H -0.74 6.22 3.26
H 1.38 4.11 3.85
H -0.28 4.13 4.45
H 2.23 6.89 4.66
H 3.03 5.54 5.55
H 1.98 6.74 6.37
C 3.52 0.22 -13.36
O 2.20 0.53 -12.88
C 1.83 0.33 -11.50
C 2.05 -1.16 -10.98
O 1.72 -1.23 -9.58
C 1.52 -2.58 -9.07
H 3.90 -0.78 -13.57
H 4.31 0.70 -12.79
H 3.43 0.68 -14.34
H 0.82 0.66 -11.27
H 2.31 1.07 -10.85
H 3.08 -1.51 -11.05
H 1.54 -1.82 -11.69
H 0.97 -2.64 -8.13
H 2.38 -3.16 -8.75
H 0.96 -3.24 -9.75
C -5.86 -5.77 6.88
O -6.32 -5.87 5.53
C -7.09 -7.09 5.31
C -7.54 -7.04 3.87
O -8.40 -6.03 3.37
C -9.67 -5.88 4.04
H -5.34 -6.70 7.11
H -6.61 -5.67 7.66
H -5.06 -5.04 7.00
H -7.91 -7.03 6.02
H -6.43 -7.94 5.51
H -8.11 -7.93 3.59
H -6.68 -7.01 3.20
H -9.79 -5.96 5.12
H -10.37 -6.67 3.76
H -10.04 -4.95 3.61
```

Computed properties:
Frontier orbital gap: 0.3551 Eh
Strongest force on any atom: 4.31 eV/Å
E_LUMO: 0.234 eV